ORCA calculation (the ωB97M-V functional and the def2-TZVPD basis) on a structure of composition C30H75N5O14SSn2.

Geometry as XYZ:
```
127
Properties=species:S:1:pos:R:3:forces:R:3
N -8.88339 -4.70490 17.10406 -0.536 0.258 0.391
H -9.74179 -3.25713 18.39658 -0.143 -0.035 -0.335
H -6.46083 -14.77144 20.44514 0.162 0.334 -0.154
H -4.18782 -10.84422 17.69778 -0.111 0.133 0.692
C -9.01948 -10.80844 14.01065 -0.023 0.713 1.295
H -5.48781 -10.04839 15.83556 0.349 0.145 0.018
H -5.47882 -10.14011 18.69519 0.175 0.049 -0.129
H -10.26214 -6.62489 12.61994 -0.033 -0.444 -0.383
H -8.10199 -14.90958 20.87583 -0.511 0.328 -0.143
H -8.82979 -12.89315 18.55824 -0.821 -0.088 0.118
H -13.55423 -4.90981 16.16299 0.395 -0.365 0.019
C -8.47932 -4.57276 19.49190 0.803 0.217 -1.047
H -4.17190 -11.06922 19.41871 0.095 0.228 0.228
H -0.08088 -10.01589 15.91348 0.353 0.346 0.305
O -3.06461 -11.64008 14.25462 0.280 0.533 -0.624
H -4.59460 -12.25079 15.34334 -0.795 -0.008 0.033
C -7.15367 -13.11483 16.27257 -0.014 -0.554 -0.460
H -6.31540 -13.76683 16.02100 0.104 0.213 -0.172
C -4.39106 -11.40582 14.68192 0.510 -0.583 0.921
C -9.37537 -9.52817 23.44115 -0.762 -0.406 0.362
H -9.74391 -8.58112 23.02630 0.565 0.139 -0.367
O -11.52251 -4.41577 16.20603 0.264 -1.435 0.013
H -9.29383 -6.82317 14.00575 -0.242 -0.142 0.542
H -9.41944 -11.85211 15.83731 -0.137 -0.217 -0.068
C -2.36920 -9.25154 19.27160 -0.147 -1.123 -0.470
N -1.41214 -8.78359 17.08814 -0.411 0.268 -0.118
C -8.54066 -11.47017 15.30217 -0.894 -0.306 0.466
H 0.12752 -7.32803 15.47707 0.290 -0.263 0.232
H -2.03350 -10.75507 17.76556 0.019 0.157 -0.467
H 0.14634 -8.51942 14.16207 -0.224 0.493 -0.511
O -11.32606 -7.01553 14.28300 -0.198 0.272 0.880
H -8.89575 -8.69662 12.66761 -0.223 0.101 -0.750
H -3.84652 -7.32803 12.67802 0.214 0.264 0.153
H -5.78701 -4.97003 15.40780 0.208 -0.174 -0.022
S -7.36536 -7.86598 17.12395 -1.594 -0.398 2.495
H -8.04490 -6.88420 20.59141 0.021 0.135 -0.363
O -9.46121 -5.56334 19.70758 -0.140 -0.298 -0.071
N -8.44287 -10.03381 20.40221 -0.121 -1.156 -1.035
H -8.17082 -10.70340 15.99388 0.589 0.070 -0.145
H -0.67959 -5.53161 14.38457 0.247 -0.311 0.174
H -6.38151 -10.43339 20.81177 0.027 -0.229 -0.274
H -8.05957 -2.93910 18.12940 0.328 -0.245 -0.444
N -9.63494 -9.52773 14.40088 -0.854 0.195 -0.837
H -6.81702 -12.37289 17.00089 -0.200 -0.017 0.199
Sn -3.87877 -7.12012 16.81450 -0.447 -2.382 -1.382
H -8.14583 -10.61174 13.37790 -0.053 -0.351 -0.382
C -10.55241 -3.45848 15.78687 -0.167 0.530 0.798
H -7.43436 -8.35619 22.12279 0.133 0.036 -0.300
C -9.86275 -8.71123 13.18377 0.377 -0.115 1.188
H -3.54504 -12.61188 12.44683 -0.297 0.186 0.159
C -12.86573 -4.13038 15.83796 -0.019 0.522 0.149
C -4.41216 -10.33712 18.63935 -0.536 -1.448 0.881
H -0.75935 -6.54818 12.89400 0.207 0.242 0.015
O -6.24580 -8.79619 17.09217 1.073 0.029 -0.485
N -4.06867 -8.94420 14.71931 -0.510 0.021 2.189
H -5.24033 -9.39833 13.00680 0.534 0.328 -0.476
O -3.73434 -9.12529 18.84750 0.343 1.717 -0.918
C -1.54556 -9.84248 18.10215 0.237 0.529 0.830
H -10.76275 -3.03700 14.80145 -0.094 -0.346 -0.163
C -1.27605 -6.23837 13.80347 -0.712 0.088 -0.569
C -10.16652 -7.25739 13.51067 0.544 0.439 -0.520
H -10.65113 -2.62912 16.49442 0.251 0.183 -0.091
C -7.22557 -9.38308 22.43210 0.151 -1.311 0.701
C -4.44749 -10.12969 15.52214 -0.428 -1.337 -1.496
H -12.53403 -8.46166 13.47987 -0.084 -0.027 -0.112
H -2.18245 -5.70154 13.52165 -0.071 -0.178 -0.014
C -7.36313 -10.41908 21.30344 -0.081 1.765 0.399
H -0.50377 -10.08576 18.32554 -0.240 -0.478 0.784
H -8.33268 -3.95569 20.37989 -0.244 0.204 -0.036
H -2.45075 -9.88042 20.15991 0.714 -0.110 -0.004
C -8.78711 -3.75226 18.20583 -1.183 -0.816 2.132
H -6.09496 -8.64780 14.22717 0.167 0.331 0.528
C -9.07147 -6.53849 20.68323 -0.879 -0.210 0.278
H -9.76988 -10.35301 22.84222 -0.279 0.133 0.013
O -6.85303 -6.51131 17.12707 1.926 1.709 -0.097
H -5.45739 -6.83933 12.38260 -0.518 -0.554 0.080
C -7.45521 -14.47491 20.10866 0.269 -0.513 0.131
C -8.45283 -10.96598 19.26699 -0.722 -0.419 0.071
O -4.69000 -6.22346 14.14913 0.725 0.237 1.707
O -7.48783 -13.07570 19.99989 0.816 0.374 0.768
H -9.30290 -10.72039 18.62089 -0.005 0.227 -0.009
C -2.91164 -12.70553 13.33232 0.513 -0.189 -0.614
Sn -10.83142 -7.14424 17.34360 2.948 1.372 -0.722
C -9.14624 -4.06471 15.83015 -1.182 -0.402 0.111
C -12.50746 -7.37239 13.56904 -0.125 -1.180 0.291
H -8.25367 -9.17495 19.87972 0.254 0.065 0.984
C -5.10805 -8.60923 13.75313 -0.988 0.307 -0.056
C -0.86751 -9.26124 15.81777 -0.903 -0.101 -0.420
H -7.53673 -11.40794 21.72049 -0.055 0.065 0.051
H -7.61566 -14.97769 19.15050 -0.286 0.064 -0.090
O -8.31361 -8.00942 16.01931 -0.659 0.679 -0.827
C -0.46511 -8.08600 14.95788 -0.405 -0.366 0.203
H -13.39162 -7.11155 14.14658 0.146 0.417 0.008
H -1.65921 -9.81295 15.30210 0.083 -0.003 -0.047
C -5.82085 -5.41028 14.41432 -1.178 -0.010 -1.200
C -4.81477 -7.22849 13.17446 0.499 -0.270 -1.046
H -8.41926 -3.26675 15.65548 0.022 -0.076 -0.501
H -12.54732 -6.97013 12.55593 0.130 0.388 0.126
H -5.94937 -4.62542 13.66203 0.572 0.202 0.034
H -8.00904 -5.22356 17.08604 -0.029 -0.318 -0.267
C -8.66950 -12.45624 19.55184 0.651 0.038 -0.791
H -0.66111 -8.20549 17.45729 -0.278 0.392 0.134
H -5.12670 -11.37710 13.87431 0.132 -0.176 -0.155
H -9.03764 -8.99674 15.03782 -0.149 -0.683 -0.628
H -13.19590 -3.23982 16.37826 -0.013 0.251 -0.358
H -9.50948 -12.60380 20.23623 -0.071 -0.125 -0.059
H -9.24999 -6.22389 21.71450 0.119 0.542 -0.078
H -7.52118 -5.05697 19.27059 0.085 -0.246 0.287
H -1.97489 -8.27455 19.54907 -0.266 0.113 0.022
O -1.66384 -7.41386 14.51873 0.941 0.181 0.260
H -3.85055 -10.29330 16.41858 0.382 0.776 -0.918
H -9.80421 -9.54256 24.44471 0.057 -0.337 -0.014
H -10.65112 -9.15529 12.57782 0.213 -0.103 -0.225
H -7.90757 -13.80632 16.65827 -0.177 0.335 0.412
O -7.61986 -12.51287 15.08271 0.379 0.501 -0.390
O -8.17207 -8.11353 18.35538 -0.616 0.574 -0.474
H -12.94236 -4.02517 14.75535 -0.112 0.185 0.015
H -9.80743 -11.38565 13.53038 0.441 -0.300 -0.372
O -7.99446 -9.67906 23.58576 0.353 0.587 -0.091
H -6.20013 -9.49429 22.79042 0.052 0.480 0.019
H -7.56133 -10.81509 18.64494 0.147 -0.326 -0.026
H -6.74792 -5.97895 14.29008 0.034 -0.288 0.544
H -3.04098 -13.71147 13.73809 -0.330 0.159 0.455
H -3.18782 -9.18534 14.27606 0.026 0.533 -0.235
H -1.88950 -12.68255 12.95546 0.070 0.207 0.170
H -9.75871 -7.37317 20.54289 0.262 -0.235 -0.058
H -9.16491 -4.87344 15.09638 0.547 0.293 -0.355
```
Forces are in eV/Å.

total energy = -90918.8093 eV
M = 999.44 g/mol
relative energy (zero: lowest compared OMol25 entry of this formula, charge and spin) = 10.9 kcal per mole
Kohn-Sham gap = 5.56 eV
spin multiplicity = 1
total charge = +2